Formula: C14H17Cl2LuN
Source: the OMol25 dataset
Level of theory: ωB97M-V/def2-TZVPD

## Properties
Charge   -1
Lowest unoccupied orbital energy (alpha / beta)   2.18 / 2.10 eV
Max |F|   6.02 eV Å⁻¹
M   445.170 Da
Frontier orbital gap (alpha / beta)   4.0 / 3.8 eV
ΔE to the lowest compared entry with this formula, charge and spin   3.8512 eV

```
35
C14H17Cl2LuN ωB97M-V/def2-TZVPD
Lu 0.41 2.82 0.97
Cl -1.28 3.79 -0.36
Cl 2.35 4.04 1.52
C 1.84 -0.09 -1.88
H 2.71 -0.63 -1.56
H 1.74 0.93 -1.51
C -0.71 -0.31 -2.55
C 0.85 -0.59 -2.71
H -1.27 -1.03 -1.93
C 1.29 -0.05 -4.10
H 0.96 -1.66 -2.60
C 0.92 1.44 -4.10
H 2.37 -0.20 -4.23
H 0.76 -0.58 -4.89
C -0.59 1.59 -4.19
H 1.27 1.91 -3.18
H 1.44 1.98 -4.91
C -1.32 0.91 -2.99
H -0.87 2.64 -4.24
H -0.94 1.10 -5.11
H -1.36 1.62 -2.15
H -2.37 0.75 -3.26
N -0.04 1.09 2.15
C -0.25 0.19 2.89
C -0.46 -0.81 3.85
C -1.76 -1.04 4.38
C -1.97 -2.07 5.28
C -0.91 -2.83 5.79
C 0.38 -2.54 5.34
C 0.60 -1.58 4.36
H -2.58 -0.40 4.06
H -2.99 -2.30 5.61
H -1.08 -3.62 6.51
H 1.23 -3.09 5.76
H 1.61 -1.40 3.97
```

Atom charges from the Mulliken analysis, given in e for atoms 1 to 4: 1.124 -0.579 -0.569 -0.732



Formula: C14H17Cl33NO6S2
Source: the OMol25 dataset
Level of theory: ωB97M-V/def2-TZVPD

## Properties
Charge   -1
Lowest unoccupied orbital energy   1.49 eV
Max |F|   1.60 eV Å⁻¹
M   1529.374 Da
Frontier orbital gap   7.9 eV

```
73
C14H17Cl33NO6S2 ωB97M-V/def2-TZVPD
C 0.80 -1.49 3.94
C 0.17 -0.17 3.61
O 0.79 0.88 3.70
O -1.14 -0.20 3.27
C -1.36 -0.70 1.95
S -3.12 -0.90 1.60
O -3.33 -2.34 1.44
O -3.32 -0.12 0.39
N -3.79 -0.31 2.90
S -5.28 -0.77 3.21
O -6.24 -0.19 2.28
O -5.53 -0.61 4.62
H 0.22 -2.34 3.61
H 0.93 -1.53 5.02
H 1.80 -1.52 3.50
H -0.89 -1.67 1.82
H -1.00 0.01 1.21
H -5.32 -2.09 2.94
C 2.72 3.41 1.24
Cl 1.40 4.54 1.49
Cl 2.53 2.53 -0.28
Cl 4.28 4.26 1.28
H 2.71 2.68 2.05
C 5.34 -4.03 2.58
Cl 6.02 -2.93 1.38
Cl 5.36 -3.30 4.19
Cl 3.70 -4.50 2.12
H 5.94 -4.92 2.61
C -6.12 2.73 1.63
Cl -5.13 3.57 0.42
Cl -6.21 3.67 3.12
Cl -7.73 2.40 1.00
H -5.66 1.77 1.85
C 5.92 0.95 3.30
Cl 5.16 0.37 4.78
Cl 7.42 0.07 2.97
Cl 4.80 0.84 1.96
H 6.18 1.99 3.45
C -10.38 0.51 -1.24
Cl -9.55 1.42 -2.50
Cl -10.72 1.52 0.15
Cl -11.87 -0.22 -1.87
H -9.73 -0.29 -0.93
C -0.79 -5.83 3.03
Cl -0.81 -6.81 4.49
Cl -1.86 -4.44 3.17
Cl 0.86 -5.32 2.64
H -1.15 -6.44 2.21
C 0.04 0.67 -3.02
Cl 0.32 -0.39 -1.64
Cl -0.95 2.05 -2.56
Cl 1.57 1.18 -3.74
H -0.50 0.10 -3.76
C -3.47 0.07 -5.17
Cl -3.15 -1.03 -3.83
Cl -4.41 1.46 -4.63
Cl -1.96 0.59 -5.93
H -4.05 -0.46 -5.91
C 0.65 4.23 -6.83
Cl -0.02 3.65 -5.32
Cl 2.09 3.30 -7.28
Cl -0.55 4.18 -8.13
H 0.95 5.26 -6.70
C 9.75 -4.38 4.89
Cl 9.18 -5.25 6.31
Cl 8.58 -4.49 3.57
Cl 10.08 -2.69 5.28
H 10.67 -4.84 4.56
C 3.64 4.46 -10.61
Cl 2.30 5.53 -10.22
Cl 3.37 3.65 -12.16
Cl 5.17 5.33 -10.61
H 3.68 3.70 -9.85
```

Atom charges from the Mulliken analysis, given in e for atoms 1 to 4: -0.436 0.525 -0.578 -0.232



Formula: C14H17ClKNO7P
Source: the OMol25 dataset
Level of theory: ωB97M-V/def2-TZVPD

## Properties
Charge   +1
Lowest unoccupied orbital energy   -4.77 eV
Max |F|   6.47 eV Å⁻¹
M   416.815 Da
Frontier orbital gap   7.9 eV

```
42
C14H17ClKNO7P ωB97M-V/def2-TZVPD
C -1.64 1.18 2.23
C -1.20 -0.05 3.17
Cl -2.51 -1.38 3.00
C 0.23 -0.72 2.79
C 0.40 -0.92 1.20
C 1.01 0.07 0.33
C 1.59 1.40 1.01
C 1.68 2.68 0.03
C 2.62 3.77 0.81
O 4.02 3.43 0.62
C 1.09 -0.31 -1.21
O 1.90 0.17 -2.05
C 0.09 -1.45 -1.79
C -0.29 -1.57 -3.36
P -1.97 -0.66 -3.53
O -3.02 -1.20 -2.52
O -1.66 0.97 -3.09
O -2.57 -0.73 -5.13
C -0.53 -2.42 -0.93
O -1.39 -3.47 -1.45
C -0.61 -4.63 -1.74
N 0.08 -5.50 -2.23
C -0.21 -2.30 0.62
O -0.48 -3.27 1.40
H -1.62 0.94 1.11
H -1.06 2.15 2.43
H -2.75 1.43 2.47
H -1.15 0.25 4.27
H 0.30 -1.76 3.33
H 1.11 -0.11 3.22
H 1.03 1.73 1.95
H 2.67 1.17 1.36
H 2.11 2.47 -1.00
H 0.62 3.15 -0.02
H 2.35 4.85 0.54
H 2.40 3.60 1.93
H 4.00 2.52 0.23
H 0.54 -1.04 -3.94
H -0.42 -2.68 -3.64
H -1.92 1.02 -2.13
H -3.32 -0.08 -5.14
K -1.54 -2.69 4.85
```

Atom charges from the Mulliken analysis, given in e for atoms 1 to 4: -1.043 0.123 -0.305 -0.648



Formula: C14H17F6MnN3O8S2
Source: the OMol25 dataset
Level of theory: ωB97M-V/def2-TZVPD

## Properties
Charge   0
Lowest unoccupied orbital energy (alpha / beta)   -5.04 / -4.78 eV
Max |F|   5.31 eV Å⁻¹
M   588.363 Da
Spin multiplicity   6
Frontier orbital gap (alpha / beta)   2.6 / 2.9 eV

```
51
C14H17F6MnN3O8S2 ωB97M-V/def2-TZVPD
Mn 3.01 -0.49 0.15
C 6.47 -3.74 1.88
F 6.41 -2.40 2.12
F 7.67 -4.24 1.54
F 6.12 -4.40 2.94
S 5.18 -4.15 0.49
O 5.62 -3.41 -0.70
O 5.20 -5.59 0.22
N 3.65 -3.35 1.07
S 2.75 -4.61 1.47
O 1.95 -5.28 0.38
O 3.46 -5.56 2.31
C 1.52 -3.80 2.72
F 1.44 -4.63 3.74
F 1.92 -2.62 3.15
F 0.29 -3.65 2.23
O 0.19 -0.58 -0.11
H -0.77 -0.64 0.08
C 1.71 8.01 -0.88
C 1.09 6.70 -0.30
C 0.08 6.11 -1.29
O 0.48 4.81 -1.52
C 1.63 4.59 -0.87
O 2.31 3.59 -1.10
O 2.04 5.69 -0.16
H 2.01 7.90 -1.93
H 2.62 8.31 -0.36
H 0.94 8.77 -0.86
H 0.69 6.82 0.70
H 0.09 6.51 -2.31
H -0.88 6.22 -0.79
N -2.66 -2.66 -2.30
C -4.03 -2.56 -2.22
C -4.67 -3.34 -3.20
C -3.61 -4.06 -3.77
C -2.35 -3.57 -3.30
H -1.97 -2.20 -1.72
H -4.42 -1.88 -1.47
H -5.73 -3.40 -3.39
H -3.75 -4.85 -4.50
H -1.33 -3.91 -3.42
N -3.11 1.10 1.79
C -3.69 1.98 0.90
C -5.07 1.83 1.03
C -5.26 0.71 1.82
C -4.05 0.30 2.32
H -2.11 1.00 1.83
H -3.15 2.67 0.27
H -5.85 2.30 0.45
H -6.24 0.29 2.03
H -3.83 -0.62 2.84
```

Atom charges from the Mulliken analysis, given in e for atoms 1 to 4: 1.393 0.685 -0.236 -0.182



Formula: C14H17N3O3S
Source: the OMol25 dataset
Level of theory: ωB97M-V/def2-TZVPD

## Properties
Charge   0
Lowest unoccupied orbital energy   0.62 eV
Max |F|   15.02 eV Å⁻¹
M   307.375 Da
Frontier orbital gap   9.0 eV
ΔE to the lowest compared entry with this formula, charge and spin   15.2327 eV

```
38
C14H17N3O3S ωB97M-V/def2-TZVPD
C 3.15 1.86 -1.56
H 3.65 2.51 -0.98
H 1.94 2.15 -1.48
H 3.42 2.00 -2.69
C 3.28 0.37 -1.49
C 2.51 -0.51 -2.19
C 2.71 -1.92 -1.72
N 2.05 -2.25 -0.46
C 0.95 -2.92 -0.16
O 0.32 -3.40 -0.96
C 0.47 -3.07 1.50
H -0.38 -3.74 1.34
H 1.30 -3.29 1.78
S 0.00 -1.41 2.31
C -0.69 -0.51 0.84
N -0.31 -0.49 -0.26
N -1.06 0.61 -0.96
C -1.66 1.15 0.08
C -2.76 2.22 -0.07
C -2.92 2.91 -1.13
C -3.82 3.88 -0.90
C -3.79 3.78 0.71
O -3.20 2.77 1.10
H -4.33 4.43 1.43
H -4.49 4.47 -1.52
H -2.74 2.70 -2.23
O -1.40 0.68 1.15
C 2.80 -1.50 0.62
H 2.74 -1.55 1.63
C 2.91 0.16 0.23
H 3.46 0.54 0.90
H 1.85 0.39 0.23
H 3.92 -1.77 0.48
H 1.90 -2.58 -2.46
H 3.59 -2.36 -1.91
H 2.60 -0.52 -3.05
H 1.26 -0.30 -2.20
H 4.44 0.12 -1.17
```

Atom charges from the Mulliken analysis, given in e for atoms 1 to 4: -1.319 0.451 0.154 0.297



Formula: C14H17NO3
Source: the OMol25 dataset
Level of theory: ωB97M-V/def2-TZVPD

## Properties
Charge   0
Lowest unoccupied orbital energy   0.80 eV
Max |F|   1.02 eV Å⁻¹
M   247.294 Da
Frontier orbital gap   9.4 eV
ΔE to the lowest compared entry with this formula, charge and spin   2.1288 eV
SMILES   O[C@H](CNCc1ccco1)COc1ccccc1

```
35
C14H17NO3 ωB97M-V/def2-TZVPD
O 0.58 -2.93 1.18
C -0.19 -2.39 0.14
C -1.19 -1.36 0.70
O -1.93 -0.84 -0.38
C -2.93 0.05 -0.11
C -3.64 0.51 -1.22
C -4.67 1.42 -1.07
C -5.00 1.89 0.19
C -4.30 1.44 1.30
C -3.27 0.52 1.15
H -2.73 0.19 2.03
H -4.55 1.79 2.28
H -5.81 2.60 0.32
H -5.21 1.77 -1.93
H -3.37 0.14 -2.20
H -1.84 -1.87 1.42
H -0.64 -0.57 1.23
C 0.73 -1.77 -0.93
N 1.66 -0.86 -0.28
H 1.16 -0.01 0.00
C 2.78 -0.47 -1.13
C 3.65 0.50 -0.40
C 4.88 0.37 0.18
C 5.19 1.64 0.73
C 4.13 2.44 0.45
O 3.19 1.76 -0.23
H 3.92 3.47 0.67
H 6.08 1.91 1.26
H 5.48 -0.51 0.20
H 2.45 -0.03 -2.08
H 3.36 -1.37 -1.35
H 0.12 -1.30 -1.71
H 1.32 -2.57 -1.38
H -0.76 -3.21 -0.31
H 1.34 -2.33 1.30
```

Atom charges from the Mulliken analysis, given in e for atoms 1 to 4: -0.628 -0.006 -0.909 -0.211



Formula: C14H17NPb
Source: the OMol25 dataset
Level of theory: ωB97M-V/def2-TZVPD

## Properties
Charge   -2
Lowest unoccupied orbital energy (alpha / beta)   4.99 / 5.07 eV
Max |F|   5.59 eV Å⁻¹
M   406.497 Da
Frontier orbital gap (alpha / beta)   4.5 / 3.8 eV

```
33
C14H17NPb ωB97M-V/def2-TZVPD
C -0.77 1.39 -3.35
C 0.60 1.75 -3.30
C 0.77 2.73 -2.28
C -0.51 2.97 -1.70
C -1.46 2.15 -2.35
Pb 0.12 -1.09 -1.22
N -3.22 0.28 -0.36
C 0.23 -2.75 -2.39
C 1.63 -2.35 -2.41
H 1.70 3.24 -2.03
H 1.38 1.38 -3.97
H -0.73 3.68 -0.91
H -2.52 2.10 -2.14
H -1.23 0.68 -4.04
H 2.03 -1.86 -3.30
H -0.06 -3.61 -1.77
H -3.70 -0.22 -1.17
H 2.34 -2.86 -1.74
H -0.41 -2.62 -3.28
C -1.04 1.08 1.87
C -0.27 0.22 2.64
C -0.46 -1.21 2.58
C 0.38 -2.06 3.28
C 1.39 -1.55 4.12
C 1.55 -0.15 4.25
C 0.75 0.72 3.51
H -1.97 0.73 1.41
H -0.76 2.12 1.78
H -1.25 -1.60 1.94
H 0.27 -3.15 3.18
H 2.03 -2.22 4.68
H 2.32 0.25 4.91
H 0.89 1.80 3.57
```

Atom charges from the Mulliken analysis, given in e for atoms 1 to 4: -0.908 -0.519 -0.477 -0.536



Formula: C14H18B2CaF4N9O4S
Source: the OMol25 dataset
Level of theory: ωB97M-V/def2-TZVPD

## Properties
Charge   +1
Lowest unoccupied orbital energy (alpha / beta)   -6.75 / -6.68 eV
Max |F|   2.22 eV Å⁻¹
M   546.118 Da
Frontier orbital gap (alpha / beta)   4.1 / 4.1 eV
ΔE to the lowest compared entry with this formula, charge and spin   0.0000 eV

```
53
C14H18B2CaF4N9O4S ωB97M-V/def2-TZVPD
Ca -1.71 -0.45 1.23
C 0.56 2.73 3.46
C 0.13 1.56 2.64
N -0.93 1.51 1.92
O -1.76 2.53 1.78
B -3.01 2.17 1.05
F -3.42 0.86 1.48
F -3.93 3.10 1.24
O -2.71 2.03 -0.41
N -2.10 0.89 -0.67
C -1.91 0.46 -1.87
C -2.45 1.14 -3.09
C -1.11 -0.76 -1.94
N -0.70 -1.17 -0.80
O 0.12 -2.22 -0.68
B 0.20 -2.65 0.75
F -1.13 -2.55 1.27
F 0.71 -3.88 0.83
O 1.08 -1.70 1.51
N 0.47 -0.55 1.77
C 0.93 0.32 2.59
C 2.14 0.15 3.45
C -0.82 -1.47 -3.22
H -0.12 3.56 3.29
H 1.57 3.02 3.18
H 0.56 2.47 4.52
H -3.01 2.02 -2.78
H -3.11 0.47 -3.64
H -1.64 1.45 -3.75
H 2.54 -0.86 3.32
H 1.89 0.30 4.50
H 2.90 0.88 3.19
H -1.11 -0.89 -4.09
H -1.36 -2.42 -3.23
H 0.24 -1.72 -3.27
C 2.69 1.71 -3.71
N 3.08 0.54 -2.98
C 3.92 -0.44 -3.43
C 4.02 -1.38 -2.45
N 3.25 -0.95 -1.41
C 2.67 0.23 -1.73
S 1.66 1.15 -0.76
H 3.44 1.96 -4.45
H 2.56 2.55 -3.03
H 1.74 1.54 -4.23
H 4.37 -0.40 -4.40
H 4.59 -2.28 -2.42
H 3.10 -1.43 -0.53
N -2.30 -1.02 3.28
C -3.07 -1.75 3.76
N -3.85 -2.46 4.42
C -4.59 -3.49 4.32
N -5.27 -4.42 4.27
```

Atom charges from the Mulliken analysis, given in e for atoms 1 to 4: 1.707 -1.660 0.192 0.780



Formula: C14H18BrIN2OS
Source: the OMol25 dataset
Level of theory: ωB97M-V/def2-TZVPD

## Properties
Charge   0
Lowest unoccupied orbital energy   -1.75 eV
Max |F|   7.13 eV Å⁻¹
M   469.186 Da
Frontier orbital gap   6.5 eV
SMILES   CC[C@@H](Br)c1c(I)c(CCC(C)C)c(O)c2nsnc12

```
38
C14H18BrIN2OS ωB97M-V/def2-TZVPD
C -5.13 2.58 0.57
C -3.50 2.70 0.48
C -2.70 1.37 1.10
Br -4.00 -0.12 1.58
C -1.54 0.79 0.09
C 0.10 1.01 0.30
I 0.75 2.22 2.03
C 1.20 0.38 -0.74
C 2.83 0.54 -0.66
C 3.52 -0.06 0.70
C 3.24 -1.65 0.99
C 2.14 -1.81 2.22
C 2.88 -2.55 -0.34
C 0.61 -0.48 -2.04
O 1.54 -1.05 -3.06
C -0.99 -0.72 -2.30
N -1.51 -1.53 -3.49
S -3.24 -1.41 -3.22
N -3.40 -0.43 -1.76
C -2.03 -0.06 -1.22
H -5.54 1.75 -0.15
H -5.49 2.41 1.69
H -5.59 3.63 0.26
H -3.17 3.66 1.12
H -3.20 2.90 -0.63
H -2.28 1.74 2.15
H 3.09 1.69 -0.71
H 3.40 0.04 -1.58
H 3.28 0.52 1.69
H 4.70 0.04 0.55
H 4.25 -2.10 1.42
H 1.64 -0.76 2.41
H 2.72 -2.09 3.21
H 1.35 -2.67 2.02
H 3.13 -3.68 -0.07
H 3.49 -2.28 -1.30
H 1.71 -2.51 -0.48
H 1.76 -2.00 -2.84
```

Atom charges from the Mulliken analysis, given in e for atoms 1 to 4: -1.044 -0.259 -0.466 -0.148



Formula: C14H18Cl2N2O5S
Source: the OMol25 dataset
Level of theory: ωB97M-V/def2-TZVPD

## Properties
Charge   0
Lowest unoccupied orbital energy   0.43 eV
Max |F|   1.54 eV Å⁻¹
M   397.280 Da
Frontier orbital gap   8.6 eV
ΔE to the lowest compared entry with this formula, charge and spin   0.0000 eV

```
42
C14H18Cl2N2O5S ωB97M-V/def2-TZVPD
C 4.30 -2.44 -1.99
N 3.71 -2.95 -0.77
C 2.80 -3.93 -0.78
O 2.42 -4.52 -1.77
C 2.24 -4.25 0.60
H 3.04 -4.41 1.32
H 1.59 -5.12 0.55
S 1.24 -2.83 1.26
O 2.11 -1.66 1.07
C 0.02 -2.79 -0.15
C -0.65 -1.43 -0.24
O -1.85 -1.29 -0.09
N 0.23 -0.45 -0.54
C -0.01 0.91 -0.73
C -1.26 1.49 -0.53
C -1.46 2.85 -0.75
C -0.38 3.63 -1.18
C 0.87 3.07 -1.38
C 1.05 1.72 -1.16
Cl 2.62 1.03 -1.40
H 1.69 3.69 -1.71
Cl -0.62 5.31 -1.47
O -2.64 3.50 -0.61
C -3.75 2.86 -0.02
C -3.68 2.86 1.51
O -2.78 1.87 1.95
C -2.65 1.82 3.34
H -3.60 1.60 3.83
H -1.94 1.02 3.55
H -2.26 2.77 3.74
H -3.35 3.86 1.86
H -4.69 2.67 1.92
H -4.61 3.46 -0.33
H -3.87 1.84 -0.38
H -2.05 0.86 -0.16
H 1.22 -0.68 -0.50
H 0.54 -3.02 -1.08
H -0.72 -3.55 0.07
H 3.81 -2.38 0.06
H 4.00 -3.10 -2.81
H 5.39 -2.44 -1.91
H 3.95 -1.43 -2.20
```

Atom charges from the Mulliken analysis, given in e for atoms 1 to 4: -0.802 -0.099 0.541 -0.629



Formula: C14H18Cl2NO
Source: the OMol25 dataset
Level of theory: ωB97M-V/def2-TZVPD

## Properties
Charge   +1
Lowest unoccupied orbital energy   -4.63 eV
Max |F|   3.34 eV Å⁻¹
M   287.210 Da
Frontier orbital gap   7.6 eV
SMILES   C=Cc1ccc(CCOCC)c(/C(Cl)=C(/C)Cl)[nH+]1

```
36
C14H18Cl2NO ωB97M-V/def2-TZVPD
C -1.83 4.69 -1.33
C -2.30 3.42 -1.04
C -1.30 2.25 -1.13
C 0.13 2.54 -1.25
C 1.08 1.44 -1.33
C 0.55 0.05 -1.24
C 1.61 -1.09 -1.29
C 2.06 -1.52 0.18
O 3.07 -0.66 0.70
C 2.68 -0.02 1.92
C 2.42 -1.00 3.14
C -0.88 -0.16 -1.12
C -1.44 -1.61 -1.00
Cl -1.13 -2.85 -2.24
C -2.17 -1.90 0.12
C -2.77 -3.31 0.43
Cl -2.50 -0.66 1.40
N -1.72 0.95 -1.08
H -1.28 4.90 -2.29
H -2.03 5.48 -0.57
H -3.33 3.18 -0.70
H 0.53 3.58 -1.28
H 2.16 1.66 -1.44
H 2.53 -0.67 -1.78
H 1.25 -1.99 -1.85
H 1.14 -1.60 0.82
H 2.51 -2.55 0.11
H 1.81 0.69 1.80
H 3.55 0.64 2.22
H 1.52 -0.65 3.70
H 2.24 -2.06 2.83
H 3.28 -0.94 3.86
H -2.28 -3.63 1.40
H -2.54 -4.06 -0.36
H -3.87 -3.23 0.65
H -2.72 0.72 -1.00
```

Atom charges from the Mulliken analysis, given in e for atoms 1 to 4: -0.697 -0.445 0.547 -0.587



Copy entry 7 word for word.
Formula: C14H17NPb
Source: the OMol25 dataset
Level of theory: ωB97M-V/def2-TZVPD

## Properties
Charge   -2
Lowest unoccupied orbital energy (alpha / beta)   4.99 / 5.07 eV
Max |F|   5.59 eV Å⁻¹
M   406.497 Da
Frontier orbital gap (alpha / beta)   4.5 / 3.8 eV

```
33
C14H17NPb ωB97M-V/def2-TZVPD
C -0.77 1.39 -3.35
C 0.60 1.75 -3.30
C 0.77 2.73 -2.28
C -0.51 2.97 -1.70
C -1.46 2.15 -2.35
Pb 0.12 -1.09 -1.22
N -3.22 0.28 -0.36
C 0.23 -2.75 -2.39
C 1.63 -2.35 -2.41
H 1.70 3.24 -2.03
H 1.38 1.38 -3.97
H -0.73 3.68 -0.91
H -2.52 2.10 -2.14
H -1.23 0.68 -4.04
H 2.03 -1.86 -3.30
H -0.06 -3.61 -1.77
H -3.70 -0.22 -1.17
H 2.34 -2.86 -1.74
H -0.41 -2.62 -3.28
C -1.04 1.08 1.87
C -0.27 0.22 2.64
C -0.46 -1.21 2.58
C 0.38 -2.06 3.28
C 1.39 -1.55 4.12
C 1.55 -0.15 4.25
C 0.75 0.72 3.51
H -1.97 0.73 1.41
H -0.76 2.12 1.78
H -1.25 -1.60 1.94
H 0.27 -3.15 3.18
H 2.03 -2.22 4.68
H 2.32 0.25 4.91
H 0.89 1.80 3.57
```

Atom charges from the Mulliken analysis, given in e for atoms 1 to 4: -0.908 -0.519 -0.477 -0.536